Record 1
16
Properties=species:S:1:pos:R:3:forces:R:3 method="wB97M-V/def2-TZVPD" total_charge=+1 relative_energy_kj_mol=330.8 multiplicity=7 homo_lumo_gap_ev="6.910 / 5.430" e_tot_ev=-37724.5603
H -2.73534 -0.93664 0.39453 -0.432 0.867 -0.095
C -2.01187 -0.34110 -0.19944 0.447 -1.074 -0.575
C -0.71105 -0.37490 0.58394 1.143 0.975 1.327
O 0.36457 -1.04177 -0.03713 1.185 0.762 0.361
Li -3.22314 2.29197 0.02733 0.085 -0.745 -0.352
O -2.28808 0.96636 -0.55862 -1.013 1.062 0.623
H -1.90866 -0.94354 -1.12639 0.299 0.022 0.389
H -0.69195 -0.49163 1.67672 -0.690 -1.902 0.023
H -0.57697 0.69421 0.80620 0.976 1.006 -1.321
C 1.91427 -0.25872 0.09645 0.611 0.335 -1.025
O 2.21513 0.58110 1.01790 -1.592 0.767 -0.331
O 2.85354 -1.22976 -0.18847 -1.354 -0.218 0.592
H 2.85573 -1.82977 0.56538 0.259 -0.201 0.092
Dy 1.55469 2.79425 -0.51028 0.273 -3.642 0.781
O 1.67912 0.38859 -1.13006 -3.036 0.502 -2.171
H 0.71000 -0.26863 -1.41806 2.837 1.485 1.681

---

Record 2
13
Properties=species:S:1:pos:R:3:forces:R:3 method="wB97M-V/def2-TZVPD" relative_energy_kj_mol=241.2 homo_lumo_gap_ev=8.875 smiles=CC(F)(F)C#[PH]N e_tot_ev=-19418.2596
C 2.34200 -0.79335 -0.23335 -2.001 -2.558 -2.272
C 0.99200 -0.26163 0.12620 0.363 0.141 2.197
F 0.88678 -0.63488 1.49914 -0.221 -0.022 -0.376
F 0.92345 1.12885 0.23719 0.986 0.080 -0.429
C -0.18047 -0.74941 -0.57761 -2.397 1.489 0.170
P -1.55937 0.17540 -0.35067 -0.483 -0.572 0.128
N -2.71563 1.29127 0.42085 1.248 -1.456 -1.217
H 2.54148 -0.85802 -1.30410 -0.081 0.766 -0.052
H 2.32760 -1.88548 0.00674 0.107 0.980 0.420
H 3.02559 -0.24985 0.28141 2.372 1.283 1.477
H -2.57193 -0.48936 -0.92895 -0.856 -0.730 -0.810
H -3.62133 1.22514 -0.12713 1.675 0.828 1.300
H -2.39016 2.10131 0.95028 -0.712 -0.228 -0.536

---

Record 3
13
Properties=species:S:1:pos:R:3:forces:R:3 method="wB97M-V/def2-TZVPD" total_charge=+1 relative_energy_kj_mol=594.7 homo_lumo_gap_ev="12.902 / 5.710" e_tot_ev=-13392.8278
C -0.99383 -0.89711 -0.38702 -1.189 -2.537 0.737
C 0.80229 0.08862 1.08967 -3.285 3.541 -0.891
C 0.65779 0.59539 -1.24503 -1.251 2.710 0.218
O 0.36067 -0.33984 -0.27838 0.398 -1.079 2.096
F 1.81486 1.11031 -1.09005 1.121 -0.192 -0.317
F -1.39156 1.48137 1.32099 0.430 -0.084 -0.035
F 0.27384 0.29152 -2.41424 0.163 -0.866 -1.069
H -1.78024 -0.22223 -0.46841 -0.614 2.305 0.157
H -1.07631 -1.46480 -1.28334 0.745 -0.649 -0.647
H -1.28536 -1.54753 0.46842 1.189 0.522 -0.371
H 1.71950 0.54308 1.07430 2.321 1.074 -0.872
H 0.04602 1.01113 1.43733 0.675 -1.753 -0.634
H 0.85232 -0.64991 1.77576 -0.703 -2.991 1.627

---

Record 4
21
Properties=species:S:1:pos:R:3:forces:R:3 method="wB97M-V/def2-TZVPD" relative_energy_kj_mol=137.9 homo_lumo_gap_ev="8.362 / 8.360" e_tot_ev=-50627.0238
C -0.60327 -0.58526 0.76776 -0.195 1.956 -3.565
C -0.11286 0.17492 -0.45682 -0.694 -0.990 -0.898
C 1.22152 0.86888 -0.48046 1.385 2.329 -1.609
N -4.43580 1.46901 -0.59671 1.116 0.847 0.143
N -3.81286 -1.04258 -1.18478 1.554 1.728 -0.095
N -5.83449 -0.51639 0.59255 0.220 0.534 -0.186
N -1.18155 0.68554 0.39412 -2.588 0.919 -1.250
F -2.58506 0.95466 -2.32617 -0.795 -0.462 1.484
F -5.28523 1.62198 1.86977 0.378 -0.389 -0.427
F -6.76192 1.87036 0.11656 0.487 -0.870 0.062
F -4.18380 -2.38970 0.94646 0.019 0.299 -0.079
F -5.71388 -2.67577 -0.75138 0.078 0.597 -0.221
P -3.25657 0.49260 -0.94950 2.621 -1.327 -0.456
P -5.49006 1.01490 0.45070 -2.241 1.225 0.744
P -4.87324 -1.51804 -0.15317 -0.515 -1.986 0.988
H -1.12127 -1.42709 0.54521 -1.622 -2.549 -0.634
H -0.12167 -0.63037 1.65223 1.703 0.307 2.823
H -0.56476 -0.19903 -1.42718 1.259 0.170 1.144
H 1.42865 1.79139 -1.18023 -1.319 -1.770 0.597
H 2.13714 0.28902 -0.69169 -0.823 -0.528 0.201
H 1.40798 1.38360 0.43358 -0.029 -0.039 1.237

---

Record 5
11
Properties=species:S:1:pos:R:3:forces:R:3 method="wB97M-V/def2-TZVPD" relative_energy_kj_mol=85.3 homo_lumo_gap_ev=9.854 e_tot_ev=-14025.2481
C 0.84401 1.21790 -0.27190 1.404 -0.690 -0.471
C 0.14691 -0.98559 0.66706 2.555 -0.356 1.301
C 0.08404 0.49686 0.53565 -0.789 -0.923 -0.762
F -1.52718 -0.72589 -1.72857 0.490 0.721 -0.536
I -1.65665 1.05479 1.55007 -0.115 1.063 0.008
H 1.72705 0.72847 -0.85530 -1.719 0.891 1.221
H -0.90482 -0.04104 -1.92121 -0.647 -0.655 0.331
H 0.71372 2.27625 -0.32880 0.060 0.511 -0.277
H 1.25884 -1.22570 0.79933 -1.425 -0.279 -0.851
H -0.41947 -1.53930 -0.06770 0.360 -0.007 -0.381
H -0.26645 -1.25674 1.62138 -0.174 -0.276 0.416

---

Record 6
20
Properties=species:S:1:pos:R:3:forces:R:3 method="wB97M-V/def2-TZVPD" relative_energy_kj_mol=12.6 multiplicity=3 homo_lumo_gap_ev="5.979 / 6.908" e_tot_ev=-48905.2324
C 0.54818 -0.53001 -0.36933 -0.140 0.007 -0.739
C 2.03199 0.03036 -0.72338 -5.078 -0.415 1.515
C 0.05559 0.10104 0.91726 0.525 -1.199 1.818
N -0.07303 1.76640 -3.32902 0.834 -0.665 0.221
N -2.99376 -1.38156 2.65736 -0.039 -0.159 -0.779
O 1.17461 -0.34957 -3.49092 -0.005 0.255 0.860
O -0.65864 -0.67603 3.46302 0.231 -0.401 0.350
O -0.24139 0.03488 -1.43608 -0.043 0.025 -0.534
O 1.84806 1.10234 -1.53042 -1.033 1.500 -2.241
O -1.31533 -0.25163 1.16238 -0.150 0.551 -1.227
F 0.20475 1.44196 0.79422 -0.507 0.257 0.367
S 0.65103 0.67601 -2.61918 -0.754 1.116 0.241
S -1.81994 -0.47484 2.65222 -0.198 3.329 2.239
I 3.15002 -1.50327 -1.70902 2.957 -3.699 -2.412
H 0.28333 -1.64060 -0.39710 1.164 1.237 0.222
H 2.48851 0.26217 0.15414 1.627 1.002 2.473
H 0.56037 -0.27214 1.87840 0.015 0.638 -1.683
H -0.59693 2.54082 -2.93344 0.391 -0.489 0.483
H -3.03867 -1.78953 1.72633 -0.479 -0.409 0.098
H -2.25876 0.91322 3.13258 0.683 -2.484 -1.269

---

Record 7
11
Properties=species:S:1:pos:R:3:forces:R:3 method="wB97M-V/def2-TZVPD" relative_energy_kj_mol=214.0 homo_lumo_gap_ev=9.723 e_tot_ev=-7412.6434
C 1.67899 -0.35104 -1.86910 1.052 -0.759 2.039
C -0.25835 -0.19776 0.57392 1.232 -1.406 3.010
C -0.28433 0.88744 -0.34742 2.992 0.245 -3.319
N 0.67099 0.31100 -2.13562 -1.394 0.340 2.320
F 2.41690 -0.97083 -2.83018 -0.080 0.281 -0.317
H 2.24166 -0.65168 -0.86717 -1.476 0.791 -1.647
H -1.10399 -0.80377 0.57535 -1.846 -0.779 -0.174
H 0.51278 -0.90807 0.35826 0.848 -0.365 -0.503
H -0.01755 -0.05892 1.68490 -0.417 0.828 -1.425
H 0.48699 1.63546 -0.27840 -0.315 0.478 0.390
H -1.20036 1.17278 -0.79424 -0.596 0.348 -0.374

---

Record 8
11
Properties=species:S:1:pos:R:3:forces:R:3 method="wB97M-V/def2-TZVPD" relative_energy_kj_mol=317.6 homo_lumo_gap_ev=10.093 e_tot_ev=-7411.5703
C -0.54372 -0.10726 0.38843 -1.651 -0.036 4.043
C 0.55842 0.67970 -0.07354 4.027 1.283 -4.035
C 1.77796 0.15290 -0.28278 1.399 0.330 0.089
H -2.34472 -1.12455 0.29758 1.499 1.350 -2.809
H -2.33015 0.01653 -1.04626 1.437 -0.602 1.376
H 0.15938 -1.00442 1.27739 -3.029 2.270 -3.141
H -0.90314 0.74637 1.13743 -0.381 -2.236 -0.857
H 0.63597 1.72533 -0.55591 -1.183 -1.249 1.455
H 2.80388 0.82682 -0.48288 -2.896 -2.491 0.428
N -1.71772 -0.67676 -0.52153 -0.050 -0.554 3.529
F 1.90385 -1.23466 -0.13794 0.828 1.936 -0.078

---

Record 9
14
Properties=species:S:1:pos:R:3:forces:R:3 method="wB97M-V/def2-TZVPD" relative_energy_kj_mol=190.4 homo_lumo_gap_ev=8.642 smiles="NC(N)=C(F)/C=N/O" e_tot_ev=-12440.6262
N -0.56487 -1.40520 0.05720 1.384 -1.753 -0.203
C -1.15077 -0.21263 -0.15638 0.278 0.032 0.303
N -2.51942 -0.11133 -0.13557 0.086 0.422 -0.062
C -0.29919 0.84733 -0.24378 -0.275 0.833 0.418
F -0.91570 2.11122 -0.00647 0.902 -1.110 -0.403
C 1.14183 0.83001 -0.12548 1.023 -0.549 -0.537
N 1.98630 -0.22708 -0.29163 -1.340 4.278 1.226
O 3.36189 0.27442 0.02963 -2.582 0.490 -0.878
H -0.88134 -2.26558 -0.48837 0.968 1.819 1.214
H 0.47075 -1.23016 0.33558 -2.010 -1.423 -1.118
H -2.97435 -0.75230 0.48260 0.049 -0.750 0.119
H -2.77596 0.80336 0.17659 -0.298 0.774 -0.341
H 1.43461 1.90623 0.10728 0.529 -1.638 -0.217
H 3.68622 -0.56829 0.25879 1.285 -1.424 0.478

---

Record 10
12
Properties=species:S:1:pos:R:3:forces:R:3 method="wB97M-V/def2-TZVPD" relative_energy_kj_mol=144.9 homo_lumo_gap_ev=10.663 smiles="C[C@@](N)(F)C=O" e_tot_ev=-9462.2936
C 0.62498 -1.23081 0.14787 -1.633 -0.979 1.554
C 0.22404 0.19292 -0.16062 0.582 0.579 1.504
N 0.11430 1.08630 1.09996 0.198 -0.540 -1.697
F 1.21826 0.63339 -1.01636 -0.274 1.095 0.013
C -1.14464 0.24553 -0.85228 1.623 -0.447 0.740
O -1.43208 1.06285 -1.64610 -0.632 1.249 -1.294
H 1.30268 -1.38239 1.00443 -0.537 0.665 -0.006
H 1.18703 -1.72413 -0.65152 -0.889 0.106 -0.368
H -0.40905 -1.68622 0.42690 2.079 -0.181 -0.489
H 0.90495 1.75112 1.01417 -0.882 -0.401 0.215
H -0.79609 1.59912 1.16548 1.347 -0.464 -0.451
H -1.79439 -0.54766 -0.53194 -0.984 -0.682 0.279

---

Record 11
14
Properties=species:S:1:pos:R:3:forces:R:3 method="wB97M-V/def2-TZVPD" relative_energy_kj_mol=239.3 homo_lumo_gap_ev=10.136 e_tot_ev=-22341.5706
C -1.32963 -0.18365 0.76216 -1.337 -0.590 -1.736
C -2.12567 -1.09217 -0.28885 -1.299 -0.742 0.889
C -2.01613 0.35592 -0.16050 0.133 -0.090 0.609
N 1.85340 1.53606 -0.23017 -0.842 -0.367 -5.423
O 1.54295 -0.57646 0.87681 1.018 -1.141 1.032
O 2.74335 -0.66738 -1.23874 1.281 -0.392 -0.316
F -2.35029 1.50509 -0.67079 -0.497 0.687 -0.635
S 1.56929 -0.08852 -0.66000 -1.636 1.474 -0.861
H -0.68618 -0.18037 1.56084 1.156 -0.147 1.480
H 2.21634 -1.30143 0.95890 -0.692 0.799 -0.126
H -1.54917 -1.54605 -1.14953 -0.880 -0.050 1.186
H -3.10916 -1.62520 0.19202 2.466 0.998 -1.728
H 1.96483 1.57115 0.68300 0.721 0.693 5.344
H 1.27609 2.29301 -0.63513 0.408 -1.132 0.284

---

Record 12
12
Properties=species:S:1:pos:R:3:forces:R:3 method="wB97M-V/def2-TZVPD" relative_energy_kj_mol=72.8 homo_lumo_gap_ev=9.219 smiles="C[C@H](F)C(N)=S" e_tot_ev=-18250.5784
C -1.98292 -0.02140 -0.75804 0.325 -5.179 0.062
C -0.47185 -0.37082 -0.77088 -0.598 -1.290 -2.596
F -0.17366 -1.80071 -0.87872 -1.536 0.455 0.152
C 0.42631 0.11002 0.28774 0.540 -0.285 0.351
N 1.09216 -0.88640 0.87934 0.714 0.607 1.575
S 0.67265 1.67302 0.66697 -0.213 0.709 -0.071
H -2.08366 0.98192 -0.53281 -0.365 2.225 -0.441
H -2.47605 -0.55772 0.11864 0.504 0.454 -1.119
H -2.36293 -0.51848 -1.75800 0.231 1.705 2.059
H -0.18824 -0.14341 -1.81304 0.612 0.951 0.793
H 0.78979 -1.84346 0.82970 0.058 0.017 -0.252
H 1.64733 -0.58276 1.68421 -0.273 -0.369 -0.512